This record from the Open Molecules 2025 dataset describes C39H28CoN2O5P as an isolated structure. The level of theory is ωB97M-V/def2-TZVPD.

As for the gap between HOMO and LUMO (alpha / beta): 5.9 / 6.4 eV. The total charge is -1. The value obtained for the HOMO energy (alpha / beta) is -0.1391 / -0.1574 hartree. As for the total energy: -101030.46896 eV. As for the spin multiplicity: 2. Its energy above the lowest of the compared OMol25 structures with the same formula, charge and spin is 0.286 eV. Its expectation value of S² is 0.7696.

Atoms and positions in Å:
H1 3.13 0.13 -3.67
H2 -0.13 -2.55 -4.07
H3 -3.10 -0.93 3.19
H4 -1.94 1.04 -1.77
O1 0.33 -2.41 1.80
O2 2.08 -0.99 0.09
N1 5.52 -0.86 4.43
C1 2.85 0.80 -2.87
C2 3.40 -1.54 3.44
C3 1.26 -2.28 2.59
H5 -0.53 0.28 6.39
C4 2.84 -1.01 1.09
C5 0.49 0.61 -5.04
C6 0.14 0.76 4.41
C7 1.59 0.68 -2.29
H6 -4.44 0.39 1.15
C8 -0.19 -0.72 -6.93
H7 -2.77 3.20 -2.62
C9 -1.31 -2.80 -0.28
C10 -2.69 3.04 -1.55
Co1 0.18 -1.64 -0.06
H8 -0.41 -0.81 -7.99
C11 4.61 -0.92 3.30
H9 1.83 3.22 -0.04
O3 -1.20 -3.96 -0.63
C12 0.63 -0.42 -2.70
H10 4.09 3.38 -1.05
C13 -2.20 -0.44 3.53
N2 0.04 -1.22 -1.94
C14 -0.13 0.68 3.06
H11 -2.61 -0.80 5.60
H12 3.14 -1.98 4.39
H13 1.06 1.22 4.75
C15 -2.22 1.82 -1.07
C16 -0.02 -1.71 -4.75
C17 -2.11 1.60 0.30
H14 -3.65 -4.17 -0.60
H15 4.74 1.83 -2.87
H16 -3.15 4.63 1.40
H17 0.28 1.37 -7.03
C18 -1.31 0.09 2.60
C19 -3.85 -3.18 -0.21
C20 3.75 1.76 -2.42
H18 1.15 -2.73 3.59
C21 -1.92 -0.37 4.89
C22 1.24 1.57 -1.28
H19 5.96 0.13 1.98
C23 2.50 -1.59 2.37
C24 3.39 2.63 -1.40
H20 -5.98 -3.39 -0.13
C25 2.13 2.54 -0.83
H21 -0.60 -2.78 -6.51
H22 0.80 1.56 -4.63
H23 0.59 1.06 2.34
H24 4.40 0.05 0.05
C26 -2.44 2.62 1.18
C27 -2.90 3.84 0.70
C28 -2.98 -1.06 0.52
O4 5.18 -1.37 5.48
C29 -0.75 0.23 5.33
H25 -6.35 -1.10 0.74
C30 0.20 0.50 -6.40
C31 -0.30 -1.83 -6.10
C32 -5.35 -1.45 0.54
C33 -4.27 -0.61 0.78
C34 4.14 -0.39 1.00
C35 -5.13 -2.74 0.05
C36 0.38 -0.50 -4.20
P1 -1.48 -0.05 0.78
H26 -3.38 5.01 -1.03
C37 -2.77 -2.34 0.02
H27 0.27 1.47 -0.82
H28 -2.34 2.47 2.25
O5 6.59 -0.29 4.27
C38 4.99 -0.34 2.06
C39 -3.02 4.05 -0.66